DFT (ωB97M-V with the def2-TZVPD basis set) results for 14 unconnected molecules or ions with the total composition C54H145N9O23 at a distorted geometry.

The geometry in XYZ format:
```
231
Properties=species:S:1:pos:R:3:forces:R:3
C 12.21716 16.36373 20.13912 1.882 -0.126 -0.883
O 11.26869 16.74267 21.01327 -4.369 0.951 0.675
C 9.87417 16.65582 20.43449 1.867 -0.008 0.972
C 8.90218 17.39874 21.34237 0.466 -0.880 -0.772
N 7.54962 17.29236 20.80009 0.633 0.128 0.187
C 6.62710 18.15368 21.49056 -1.124 -0.755 0.110
C 6.37448 19.41291 20.75792 -0.089 1.080 -0.443
O 5.47066 20.23258 21.43753 -1.931 0.592 0.438
C 4.13386 19.68864 21.63581 1.379 0.307 0.560
H 12.46581 15.30496 20.21183 0.000 -0.336 -0.133
H 13.09409 16.94168 20.43079 0.432 -0.174 -0.289
H 11.98263 16.60903 19.10329 -0.036 0.008 -0.233
H 9.68045 15.58797 20.33310 -0.383 -0.055 -0.049
H 9.85263 17.13711 19.45676 0.208 -0.088 -0.132
H 9.23589 18.43552 21.29968 -0.246 0.099 0.385
H 8.97648 16.98620 22.34855 0.082 0.237 0.302
H 7.19173 16.34817 20.82313 0.381 -0.135 0.081
H 6.85237 18.43393 22.51955 0.555 -0.235 0.290
H 5.67987 17.61871 21.55883 -0.128 -0.097 0.000
H 6.00206 19.25221 19.74619 0.202 -0.304 -0.273
H 7.27509 20.02629 20.73036 0.209 -0.127 -0.342
H 3.67940 19.23973 20.75260 0.249 0.007 -0.268
H 3.49554 20.49465 21.99774 0.193 0.065 -0.138
H 4.22422 18.94949 22.43180 -0.426 -0.195 -0.024
C 12.73781 6.80822 23.30185 0.248 0.017 -0.960
O 13.93127 7.06847 24.02393 -0.015 0.557 -0.323
C 15.14333 6.77255 23.30307 -0.200 -0.973 0.919
C 16.34723 7.53719 23.85879 -0.769 0.687 -0.990
N 16.13986 8.95285 23.50764 -1.045 -0.395 -0.074
C 17.11921 9.77128 24.12892 1.368 -0.159 0.236
C 16.92656 11.26389 24.12224 -0.125 0.049 0.710
O 15.77309 11.55196 24.90383 -0.259 1.020 -0.454
C 15.47824 12.96230 24.94062 -1.199 -0.983 -0.156
H 11.83146 7.15818 23.79596 0.400 -0.228 0.676
H 12.64456 5.76688 22.99361 -0.059 -0.403 0.516
H 12.69116 7.31818 22.33964 0.468 0.489 -0.217
H 15.03498 6.92675 22.22948 -0.067 0.547 -0.044
H 15.31179 5.70070 23.40726 0.168 -0.295 0.095
H 17.25012 7.14624 23.38969 0.039 0.107 -0.561
H 16.59699 7.40628 24.91168 -0.734 -0.174 0.485
H 15.22536 9.22610 23.83799 -0.323 -0.121 0.079
H 18.00230 9.45609 23.57312 0.778 0.668 0.355
H 17.25752 9.49915 25.17530 0.165 -0.194 0.426
H 16.90860 11.64652 23.10177 -0.425 0.290 -0.111
H 17.68742 11.78344 24.70471 0.963 -0.306 -0.535
H 16.06760 13.63830 25.56012 0.753 -0.546 0.195
H 14.47504 12.96955 25.36680 -0.075 0.330 -0.155
H 15.45051 13.37258 23.93117 -0.045 0.012 -0.119
C 20.67403 3.34992 21.95852 -0.609 -0.164 -0.158
O 20.88130 3.97588 23.23496 1.467 0.044 -3.095
C 20.48339 3.20079 24.29244 -0.322 1.069 2.029
C 21.25822 3.74794 25.52790 -0.481 -0.404 1.182
N 20.86701 5.06839 26.07270 -0.778 -0.762 -0.796
C 21.77665 5.55443 27.12557 -0.498 0.181 -2.332
C 21.45744 6.96737 27.57688 -0.145 -0.401 0.728
O 21.79662 7.94039 26.62643 -0.241 -0.599 -1.277
C 21.52683 9.26479 27.02306 0.556 -0.453 0.698
H 19.62322 3.40854 21.67485 -0.272 0.050 0.086
H 20.93759 2.29383 21.90111 0.096 -0.269 0.766
H 21.22487 3.73795 21.10172 0.324 0.930 0.625
H 20.62837 2.12739 24.17025 0.410 -0.082 -0.084
H 19.41200 3.37988 24.38268 -0.387 -0.304 0.629
H 22.33349 3.71046 25.35328 0.270 -0.005 -0.549
H 21.11451 3.08107 26.37804 -0.143 -0.507 -0.055
H 20.79054 5.67551 25.26916 0.265 0.648 0.241
H 22.76652 5.61486 26.67325 0.629 -0.126 0.352
H 21.77392 4.80138 27.91360 -0.009 0.353 0.289
H 22.06460 7.05586 28.47778 0.060 0.605 0.407
H 20.40684 7.10513 27.83253 -0.227 -0.273 0.214
H 21.66694 9.93702 26.17654 0.259 -0.162 0.124
H 22.23404 9.41445 27.83888 0.096 0.969 0.080
H 20.53149 9.43731 27.43251 -0.347 -0.324 -0.097
C 14.50324 11.75786 31.95873 -0.770 1.210 0.246
O 14.07065 12.98374 32.61879 0.148 -0.748 1.153
C 13.97738 14.17444 31.84981 -0.535 -0.875 -1.356
C 13.60700 15.45915 32.63296 1.714 -0.169 0.250
N 14.67729 15.60225 33.65113 -0.715 -0.726 0.432
C 14.22732 16.25534 34.87111 -0.581 0.151 0.035
C 13.16240 15.55008 35.76464 0.367 -0.592 0.091
O 13.67699 14.30088 36.20984 1.116 0.371 -1.426
C 12.90235 13.59065 37.09937 -0.086 -0.614 0.284
H 15.09533 11.98982 31.07345 0.367 -0.066 0.138
H 13.65853 11.15234 31.63024 -0.391 0.266 -0.133
H 15.01004 11.12686 32.68886 0.362 0.425 -0.040
H 13.29338 13.91178 31.04280 -0.554 0.661 -0.195
H 14.93458 14.26628 31.33655 0.330 0.700 0.120
H 12.60139 15.58526 33.03413 -0.203 -0.906 0.118
H 13.73384 16.35756 32.02891 -0.108 -0.284 -0.792
H 14.96843 14.65938 33.86640 0.181 -0.174 0.321
H 13.80153 17.18994 34.50598 -0.186 0.320 0.403
H 15.10242 16.51700 35.46595 -0.050 -0.132 0.156
H 12.19985 15.39004 35.27885 -0.058 -0.094 -0.556
H 12.89251 16.12917 36.64778 0.317 0.564 0.162
H 12.81846 14.19619 38.00180 -0.641 -0.309 0.357
H 13.37464 12.63195 37.31372 0.654 0.264 0.267
H 11.97101 13.21255 36.67777 -0.676 0.752 -0.041
C 4.62876 5.97666 27.39164 1.716 -0.004 1.123
C 5.74524 6.67230 26.57414 -1.725 -0.323 -0.349
O 5.46923 6.53793 25.18718 0.828 -0.328 -0.330
O 3.35928 6.46438 27.21145 -1.745 0.790 -0.983
H 4.89545 6.12003 28.43875 0.313 -0.256 0.370
H 4.52295 4.90440 27.22678 0.542 0.004 -0.337
H 6.72420 6.25207 26.80469 -0.086 -0.150 -0.208
H 5.76312 7.73355 26.82222 0.068 0.179 0.294
H 4.67567 7.01832 24.94003 -0.117 0.032 0.340
H 3.21761 7.31609 27.63112 0.230 0.038 0.071
C 17.33833 4.75999 30.81838 -0.169 0.724 0.714
C 16.48928 4.32527 32.04415 0.507 0.023 -0.231
O 16.44439 5.39829 32.97843 -0.118 0.207 -0.216
O 17.46981 3.69814 29.90171 -0.147 -0.265 0.223
H 18.27890 5.21556 31.12802 0.580 -0.806 0.552
H 16.93130 5.66494 30.36728 -1.007 -0.146 -0.281
H 16.89282 3.47914 32.60032 0.513 -0.344 -0.595
H 15.48476 4.01934 31.75185 -0.131 0.172 -0.363
H 16.18835 4.98879 33.80810 -0.021 0.299 0.142
H 18.11702 3.91444 29.22648 0.004 0.147 0.017
C 7.72130 1.25132 24.81508 0.202 0.944 0.361
C 8.97739 0.45165 24.58383 0.777 -0.419 -1.056
O 9.32636 -0.38633 25.65997 -0.842 -0.459 0.512
O 7.59500 2.10687 23.67623 0.199 0.028 0.060
H 7.84550 1.81188 25.74161 -0.101 0.260 0.095
H 6.79462 0.68337 24.89753 0.279 -0.577 0.130
H 9.87231 1.02526 24.34261 -0.387 0.997 0.134
H 8.79177 -0.04464 23.63128 -0.008 -0.873 -0.019
H 10.24960 -0.64711 25.62500 -0.053 0.121 -0.256
H 7.11046 2.89791 23.92339 -0.049 -0.013 0.031
C 12.81842 1.82841 17.57639 -0.346 -0.794 -0.264
C 13.11788 0.78714 18.65596 -0.816 0.193 1.047
O 13.25557 -0.53914 18.16045 0.490 0.511 -0.786
O 12.10663 2.96468 18.01723 0.260 0.359 0.663
H 12.16381 1.30468 16.87977 0.512 -0.079 -0.712
H 13.73907 2.23165 17.15460 -0.173 -0.308 -0.377
H 12.23697 0.75541 19.29713 -0.216 0.371 0.318
H 13.94009 1.13668 19.28037 0.357 -0.277 -0.015
H 13.43798 -1.14121 18.88561 0.012 0.108 0.126
H 11.23959 2.70187 18.33466 -0.074 -0.097 0.029
C 15.18600 20.38259 24.60254 0.499 -0.785 -0.659
C 13.94538 20.26394 23.66961 1.323 0.558 1.762
O 13.45627 21.57026 23.54835 -0.709 0.606 -0.946
O 14.75001 20.73044 25.91561 -0.208 -0.037 -0.402
H 15.91601 21.09106 24.21109 -0.468 0.763 -0.188
H 15.82485 19.49945 24.60836 -0.476 -0.789 0.245
H 13.21302 19.62433 24.16217 -0.057 -0.293 -0.113
H 14.19953 19.87777 22.68249 0.024 0.107 0.105
H 13.25272 21.92547 24.41668 0.057 -0.170 0.189
H 15.51853 20.94277 26.45032 0.005 0.032 0.001
C 13.88149 -5.12940 24.21217 -0.135 0.022 0.957
C 13.66813 -3.83933 23.45200 0.883 1.450 -0.020
C 14.53092 -2.60592 23.96049 0.130 -1.343 -0.179
O 13.96045 -1.94684 25.05214 0.039 0.484 -0.181
C 14.75135 -0.84894 25.48597 -0.711 0.059 0.757
N 14.04925 -4.08435 22.07809 0.151 -0.103 -0.816
H 14.91950 -5.46047 24.18001 0.280 0.408 0.167
H 13.36547 -5.96982 23.74792 -0.506 0.164 0.007
H 13.55584 -5.03607 25.24819 0.066 -0.205 0.108
H 12.61735 -3.56429 23.36092 -0.096 0.139 0.707
H 14.84727 -1.90652 23.18663 -0.961 0.237 -0.648
H 15.52233 -2.97548 24.22247 0.295 -0.645 0.529
H 14.10244 -0.28281 26.15421 0.120 -0.011 0.134
H 15.07138 -0.14295 24.71966 -0.067 -0.288 -0.544
H 15.62675 -1.16749 26.05190 0.149 -0.200 -0.035
H 13.69515 -5.02105 21.94659 -0.077 -0.181 -0.857
H 15.05019 -4.21330 22.03817 0.409 0.063 -0.099
C 7.94545 10.95489 20.81534 -0.080 -0.667 0.043
C 7.39014 11.19733 22.20716 -0.409 -0.583 0.422
C 8.48883 11.19198 23.34589 -0.283 0.544 -0.307
O 8.04450 11.36333 24.72765 0.493 -0.350 -1.364
C 9.15255 11.38990 25.64295 -0.956 0.633 0.066
N 6.55975 12.42124 22.13708 1.369 0.261 1.298
H 8.47532 10.00269 20.78995 0.213 0.023 -0.206
H 8.53863 11.75360 20.37001 0.167 0.087 0.467
H 7.07104 10.85518 20.17225 0.016 -0.090 -0.146
H 6.71259 10.37376 22.43246 0.110 -0.439 0.054
H 9.17457 11.98720 23.05350 0.231 0.452 0.356
H 9.08838 10.28219 23.31548 -0.249 -0.331 -0.340
H 9.64849 10.45004 25.88547 -0.179 -0.455 -0.632
H 8.69625 11.71589 26.57763 0.209 0.228 0.018
H 9.90163 12.10807 25.30948 0.072 0.101 0.047
H 5.58836 12.23615 21.93155 0.008 -0.325 -0.014
H 6.61565 12.67695 23.11257 -0.720 0.941 0.233
C 13.71021 9.10990 17.84563 1.136 0.790 -0.717
C 14.81392 8.81554 16.76193 -1.106 -0.888 3.704
C 15.99840 8.09029 17.41976 1.790 0.913 -1.134
O 16.97263 7.86873 16.35625 -0.409 -0.452 0.496
C 18.13524 7.18454 16.78264 0.552 0.838 -0.458
N 14.15187 7.94945 15.86614 0.431 -0.446 -2.539
H 13.01469 9.79971 17.36760 -0.188 -0.050 0.237
H 14.14190 9.58280 18.72773 -0.160 -0.022 0.130
H 13.17903 8.19455 18.10656 0.138 0.016 0.082
H 15.16865 9.74064 16.30754 -0.059 -0.141 -0.201
H 15.80869 7.12330 17.88565 -0.627 0.005 0.118
H 16.53928 8.73761 18.11006 -0.299 0.117 0.560
H 18.66876 7.68300 17.59196 -0.382 0.240 0.560
H 18.85634 7.29970 15.97341 -0.162 -0.505 -0.276
H 18.00421 6.13934 17.06281 -0.327 -0.125 -0.157
H 13.79553 7.10158 16.28357 -0.129 0.132 0.547
H 14.92371 7.62623 15.30054 -0.192 -0.403 -0.933
C 20.64649 13.27919 18.58398 -0.052 -0.225 0.653
C 20.31678 12.05244 17.71219 -0.750 1.927 -0.228
C 19.53283 12.51864 16.45773 0.034 -0.720 -0.754
O 18.34018 13.21524 16.75954 -0.743 1.126 -0.334
C 17.70327 13.80403 15.57881 0.577 -1.431 0.404
N 21.52828 11.33990 17.41005 0.249 -0.779 -0.712
H 19.76174 13.82146 18.91751 0.043 -0.117 0.183
H 21.34351 14.01357 18.18030 -0.206 -0.055 -0.970
H 21.25744 12.92503 19.41428 -0.472 -0.127 0.580
H 19.63150 11.36753 18.21156 0.107 0.069 0.424
H 19.21778 11.66951 15.85125 0.334 -0.512 -0.041
H 20.17359 13.11081 15.80439 0.308 0.388 0.009
H 17.48509 13.04333 14.82926 0.342 -0.522 -0.089
H 18.36583 14.51263 15.08182 -0.120 0.397 0.304
H 16.69540 14.16194 15.78903 0.463 0.505 0.679
H 21.98458 11.08194 18.27339 -0.061 -0.210 0.124
H 22.20605 11.91500 16.93049 -0.068 0.250 -0.225
C 25.67767 5.65797 18.39372 -0.589 1.490 -0.536
C 26.70997 6.19802 19.40056 -1.314 -1.074 -0.473
C 26.07982 6.66235 20.77136 0.604 0.575 -0.294
O 25.19425 7.76599 20.61937 -1.516 0.742 0.182
C 24.51440 8.10496 21.85126 0.298 -0.262 0.454
N 27.66835 5.08586 19.55093 0.122 0.686 1.711
H 25.22422 4.69140 18.61336 0.544 -0.110 0.302
H 26.11311 5.67051 17.39456 0.313 -0.531 -0.015
H 24.83238 6.32678 18.23160 -0.097 0.296 0.446
H 27.31040 7.00848 18.98734 -0.763 0.645 -0.164
H 26.86888 7.10237 21.38117 0.559 -0.710 0.371
H 25.54730 5.88388 21.31771 0.278 -0.464 -0.159
H 25.13451 8.58587 22.60776 0.941 -0.358 -0.056
H 24.04403 7.24928 22.33567 0.217 -0.469 -0.167
H 23.71040 8.84094 21.85555 -0.098 0.046 -1.585
H 27.99897 4.72295 18.66827 -0.273 0.199 -0.263
H 28.44544 5.58491 19.95980 0.755 -0.708 0.261
```
Forces are in eV/Å.

Values from the calculation:
**Calculated total energy**: -4367.1189 Eh
**HOMO-LUMO gap**: 0.325 Eh
**Multiplicity**: 1
**Energy above the lowest of the compared OMol25 structures with the same formula, charge and spin**: 357.1 kJ/mol